# 1
{
  "formula": "C47H30Cl4FeN5O2",
  "method": "wB97M-V/def2-TZVPD",
  "species": ["Fe", "Cl", "C", "C", "C", "C", "C", "C", "C", "C", "C", "C", "C", "C", "C", "C", "C", "C", "Cl", "C", "C", "C", "N", "C", "C", "C", "C", "C", "C", "Cl", "C", "C", "C", "C", "C", "C", "N", "C", "C", "C", "C", "C", "N", "C", "C", "C", "C", "Cl", "C", "C", "C", "C", "N", "H", "H", "H", "H", "H", "H", "H", "H", "H", "H", "H", "H", "H", "H", "H", "H", "H", "H", "H", "H", "H", "H", "H", "H", "N", "C", "C", "C", "O", "O", "H", "H", "H", "H", "H", "H"],
  "coordinates": [[-0.135073, -0.167031, 0.059281], [-2.224615, 6.601352, -6.205399], [-1.828937, 5.363210, -5.051848], [-2.741635, 4.352742, -4.801655], [-2.423192, 3.368338, -3.879339], [-1.205721, 3.390864, -3.205780], [-0.300959, 4.414291, -3.479847], [-0.607273, 5.403562, -4.401515], [-0.851433, 2.339174, -2.205896], [-0.784875, 2.699276, -0.865811], [-1.290575, 3.943417, -0.355814], [-1.569806, 3.745075, 0.950598], [-1.212714, 2.386110, 1.263437], [-1.479254, 1.711961, 2.483463], [-2.662940, 1.977116, 3.333428], [-2.945879, 1.134178, 4.421251], [-4.055757, 1.312075, 5.226977], [-4.954208, 2.324260, 4.940118], [-6.352328, 2.553939, 5.940474], [-4.762101, 3.118815, 3.824859], [-3.643076, 2.933913, 3.030710], [-0.509521, 0.774435, 2.873195], [0.297997, 0.143575, 1.998931], [1.406459, -0.260163, 2.700973], [2.545575, -0.814205, 2.162103], [3.663143, -1.202861, 3.063110], [4.906759, -0.588579, 2.939052], [5.960945, -0.940177, 3.766861], [5.766343, -1.920329, 4.726148], [7.082320, -2.368251, 5.769000], [4.541594, -2.551409, 4.865101], [3.495601, -2.188611, 4.030794], [2.654429, -1.124772, 0.794888], [3.604418, -2.099547, 0.320152], [3.172237, -2.483650, -0.897853], [2.009965, -1.694494, -1.199653], [1.769061, -0.796014, -0.168290], [1.257110, -1.879324, -2.342747], [0.286555, -0.944130, -2.732109], [-0.096741, -0.636271, -4.070883], [-0.625662, 0.621691, -4.035579], [-0.621719, 1.040603, -2.670605], [-0.148860, 0.023969, -1.887066], [1.534892, -3.058917, -3.204492], [1.134948, -4.314004, -2.748647], [1.359138, -5.443618, -3.519743], [1.989929, -5.312346, -4.746107], [2.271014, -6.726309, -5.718582], [2.406276, -4.076334, -5.211066], [2.175523, -2.950751, -4.433920], [1.234950, 0.074003, 4.097108], [0.034985, 0.673194, 4.217399], [-0.594377, 1.821731, 0.187490], [-3.688883, 4.343256, -5.322222], [-3.128445, 2.572893, -3.674637], [0.648685, 4.425406, -2.964806], [0.093096, 6.197540, -4.619086], [-1.451668, 4.834414, -0.936423], [-1.924985, 4.475418, 1.654476], [-2.312070, 0.286454, 4.629103], [-4.236820, 0.647835, 6.060442], [-5.494048, 3.870903, 3.564849], [-3.570781, 3.533321, 2.140588], [5.047183, 0.176975, 2.186250], [6.924545, -0.459333, 3.674271], [4.413509, -3.322162, 5.611982], [2.538569, -2.687000, 4.120687], [4.435725, -2.481924, 0.886851], [3.588243, -3.234606, -1.548053], [0.093120, -1.249644, -4.934729], [-0.938839, 1.226406, -4.870215], [0.644676, -4.401202, -1.784142], [1.048339, -6.418748, -3.172400], [2.909932, -3.999941, -6.164273], [2.515831, -1.982610, -4.778081], [1.980679, -0.071609, 4.860022], [-0.375255, 1.147410, 5.091659], [-2.238048, -0.176616, 0.067621], [-2.885113, -1.351727, -0.540800], [-2.628623, -2.575080, 0.312159], [-1.168612, -2.997920, 0.276418], [-0.878518, -4.178624, 0.221263], [-0.269628, -2.060140, 0.311586], [-2.599301, -0.027335, 1.008052], [-2.471522, 0.656177, -0.464055], [-2.458791, -1.477332, -1.538520], [-3.958336, -1.171791, -0.651820], [-3.238854, -3.415130, -0.012776], [-2.897958, -2.358683, 1.352147]],
  "atomic_forces_ev_per_a": [[-0.4, 0.1, 0.3], [0.0, 0.0, 0.0], [0.0, 0.0, 0.0], [0.0, 0.0, 0.0], [0.1, 0.0, 0.0], [0.1, 0.0, 0.1], [-0.2, 0.0, 0.0], [0.0, 0.0, 0.0], [-0.1, 0.2, 0.1], [0.0, -0.1, -0.1], [0.0, 0.0, -0.1], [-0.1, 0.0, 0.0], [0.0, -0.1, 0.0], [0.0, 0.0, -0.1], [0.0, 0.0, 0.0], [0.0, 0.0, 0.0], [0.0, 0.0, 0.0], [0.0, 0.0, 0.0], [0.0, 0.0, 0.0], [0.0, 0.0, 0.0], [0.0, 0.0, 0.0], [0.1, -0.1, 0.1], [0.1, -0.1, 0.0], [0.0, 0.0, 0.0], [-0.1, 0.0, -0.1], [0.0, 0.0, 0.0], [0.0, 0.0, 0.0], [0.0, 0.0, 0.0], [0.0, 0.0, 0.0], [0.0, 0.0, 0.0], [0.0, 0.0, 0.0], [0.0, 0.0, 0.0], [0.1, 0.1, 0.1], [-0.1, 0.0, 0.0], [0.0, 0.0, 0.0], [0.0, 0.1, 0.1], [-0.1, -0.2, -0.2], [0.0, 0.1, 0.0], [0.0, -0.2, 0.1], [0.0, 0.0, 0.0], [0.0, 0.0, 0.0], [0.0, -0.1, 0.0], [0.1, 0.1, 0.0], [0.0, 0.0, 0.0], [0.0, 0.0, 0.0], [0.0, 0.0, 0.0], [0.0, 0.0, 0.0], [0.0, 0.0, 0.0], [0.0, 0.0, 0.0], [0.0, 0.0, 0.0], [0.0, 0.0, -0.1], [0.0, 0.0, -0.1], [0.0, 0.0, -0.2], [0.0, 0.0, 0.0], [0.0, 0.0, 0.0], [0.1, 0.0, 0.0], [0.0, 0.0, 0.0], [0.0, 0.1, 0.0], [0.0, 0.0, 0.0], [0.0, 0.0, 0.0], [0.0, 0.0, 0.0], [0.0, 0.0, 0.0], [0.0, 0.0, 0.0], [0.0, 0.0, 0.0], [0.0, 0.0, 0.0], [0.0, 0.0, 0.0], [0.0, 0.0, 0.0], [0.0, 0.0, 0.0], [0.0, 0.0, 0.0], [0.0, 0.0, 0.0], [0.0, 0.0, 0.0], [0.0, 0.0, 0.0], [0.0, 0.0, 0.0], [0.0, 0.0, 0.0], [0.0, 0.0, 0.0], [0.0, 0.0, 0.0], [0.0, 0.0, 0.0], [0.2, 0.1, -0.1], [0.0, 0.0, 0.0], [0.0, 0.0, 0.0], [0.1, 0.1, -0.1], [0.0, -0.1, 0.0], [-0.1, -0.1, 0.1], [0.1, 0.0, 0.0], [0.0, 0.0, 0.0], [0.0, 0.0, 0.0], [0.0, 0.0, 0.0], [0.0, 0.0, 0.0], [0.0, 0.0, 0.0]],
  "mol_weight_g_mol": 894.4,
  "spin_multiplicity": 2,
  "homo_lumo_gap_ha": [0.19975, 0.19429],
  "s2": 0.820
}

---

# 2
{
  "formula": "C20H20Br2N3O8W",
  "method": "wB97M-V/def2-TZVPD",
  "species": ["W", "O", "C", "O", "C", "C", "C", "C", "C", "O", "C", "C", "O", "O", "H", "H", "H", "H", "H", "H", "H", "H", "C", "O", "C", "O", "N", "N", "H", "H", "H", "H", "H", "H", "C", "C", "C", "C", "C", "C", "Br", "C", "C", "Br", "C", "O", "C", "N", "H", "H", "H", "H", "H", "H"],
  "coordinates": [[-0.564518, -0.239165, 0.623367], [-3.566601, 1.900781, -0.514088], [-3.089671, 0.893811, -0.078309], [-2.240885, 0.863165, 0.968578], [-3.528458, -0.511043, -0.552921], [-3.464375, -1.426903, 0.673863], [-4.274206, -2.696033, 0.522160], [-3.450634, -3.472866, -0.520231], [-2.272272, -2.545766, -0.762821], [-2.059816, -1.902440, 0.557221], [-2.632472, -1.311701, -1.598068], [-1.364422, -0.537540, -2.100709], [-1.960828, -0.861660, -4.377134], [-1.022991, 0.445700, -1.168679], [-4.540695, -0.408745, -0.938879], [-3.578843, -0.913180, 1.620398], [-5.287074, -2.467060, 0.195834], [-4.336092, -3.232435, 1.466978], [-3.987735, -3.661119, -1.448298], [-3.107887, -4.428680, -0.129407], [-1.371788, -3.077231, -1.041215], [-3.223535, -1.598794, -2.466501], [1.120130, 4.129997, 1.204085], [0.593073, 3.354090, 2.317468], [0.278195, 2.120524, 2.069134], [0.463240, 1.563030, 0.971586], [-0.265956, 1.467888, 3.111663], [-0.661166, 0.137175, 2.899872], [1.174957, 5.144384, 1.579459], [0.441332, 4.058665, 0.359430], [2.106110, 3.756199, 0.942657], [-0.360973, 1.902523, 4.015764], [-1.602309, 0.011520, 3.259694], [0.000071, -0.510464, 3.328270], [-1.618496, 0.144006, -3.434963], [-0.138577, -1.456874, -2.087624], [0.435810, -2.275294, -3.071003], [1.532865, -3.044202, -2.746065], [2.070844, -3.036517, -1.437564], [3.178174, -3.768213, -0.932737], [4.125964, -4.936970, -2.065378], [3.552671, -3.628262, 0.375866], [2.869921, -2.766494, 1.268919], [3.440723, -2.631440, 3.051759], [1.794370, -2.034770, 0.834953], [1.049877, -1.182423, 1.532378], [1.431896, -2.199159, -0.518957], [0.374953, -1.441657, -0.871330], [-2.199764, -0.447768, -5.212245], [-0.714249, 0.685721, -3.726938], [-2.427378, 0.866584, -3.291553], [0.007570, -2.289307, -4.062031], [1.995403, -3.672773, -3.495965], [4.395420, -4.190218, 0.753961]],
  "atomic_forces_ev_per_a": [[-0.1, -0.1, 0.1], [-0.1, 0.0, 0.0], [0.1, 0.0, 0.0], [-0.1, 0.1, 0.0], [0.0, 0.0, 0.0], [0.0, 0.0, 0.0], [0.0, 0.0, 0.0], [0.0, 0.0, 0.0], [0.0, 0.0, 0.0], [0.0, -0.2, 0.0], [0.0, 0.0, 0.0], [0.1, 0.0, 0.0], [0.0, 0.0, 0.0], [-0.1, 0.1, -0.1], [0.0, 0.0, 0.0], [0.0, 0.0, 0.0], [0.0, 0.0, 0.0], [0.0, 0.0, 0.0], [0.0, 0.0, 0.0], [0.0, 0.0, 0.0], [0.0, 0.0, 0.0], [0.0, 0.0, 0.0], [0.0, 0.0, 0.0], [0.0, 0.0, 0.0], [0.0, 0.0, 0.0], [0.1, 0.1, -0.1], [0.1, 0.0, 0.0], [0.0, 0.1, 0.1], [0.0, 0.0, 0.0], [0.0, 0.0, 0.0], [0.0, 0.0, 0.0], [0.0, 0.0, 0.0], [0.0, 0.0, 0.0], [0.0, 0.0, 0.1], [0.0, 0.0, 0.0], [0.0, 0.0, -0.1], [0.0, 0.0, 0.0], [0.0, 0.0, 0.0], [0.0, 0.0, 0.0], [0.0, 0.0, 0.0], [0.0, 0.0, 0.0], [0.0, 0.0, 0.0], [0.0, 0.0, 0.0], [0.0, 0.0, 0.0], [0.0, 0.0, 0.0], [-0.1, -0.1, 0.0], [0.0, 0.0, 0.0], [0.1, 0.2, 0.0], [0.0, 0.0, 0.0], [0.0, 0.0, 0.0], [0.0, 0.0, 0.0], [0.0, 0.0, 0.0], [0.0, 0.0, 0.0], [0.0, 0.0, 0.0]],
  "total_charge": 1,
  "de_lowest_kcal_mol": 26.8,
  "mol_weight_g_mol": 774.0,
  "spin_multiplicity": 3,
  "homo_lumo_gap_ha": [0.25793, 0.27019],
  "s2": 2.017
}

---

# 3
{
  "formula": "C7H7N2S",
  "method": "wB97M-V/def2-TZVPD",
  "species": ["C", "C", "C", "C", "C", "C", "C", "N", "N", "S", "H", "H", "H", "H", "H", "H", "H"],
  "coordinates": [[-1.427735, 0.414392, -0.963781], [1.860863, -1.456325, 0.141740], [-1.400030, -0.913733, -0.813022], [2.731465, -0.410112, 0.248222], [0.566035, -1.605264, 0.378724], [-0.646905, 1.414480, -0.081475], [0.700062, 1.472480, -0.023351], [-0.682567, -1.632707, 0.170956], [-1.396990, 2.226113, 0.739539], [2.253605, 1.104698, -0.357323], [-2.218047, 1.002034, -1.432331], [2.400948, -2.517653, 0.084405], [-2.025458, -1.408531, -1.496120], [3.757414, -0.484051, 0.508481], [-1.283313, -2.344480, 0.694221], [-2.350269, 2.340545, 0.743360], [-0.839070, 2.798121, 1.457755]],
  "atomic_forces_ev_per_a": [[0.9, 1.5, 2.2], [1.1, -3.5, 0.7], [-0.3, 2.3, -1.1], [-0.5, 1.8, -0.3], [-0.1, 0.3, 0.1], [0.1, -0.3, 0.7], [0.7, -1.6, -0.9], [-0.7, -1.7, 0.3], [4.4, 0.7, 1.4], [-1.4, 0.7, 0.8], [0.2, -0.9, -0.9], [-1.3, 2.0, -0.3], [-0.9, -1.3, -0.2], [0.7, -0.2, -0.2], [1.0, 1.5, -0.4], [-2.4, -0.1, -0.3], [-1.5, -1.2, -1.8]],
  "total_charge": 1,
  "de_lowest_kcal_mol": 133.6,
  "mol_weight_g_mol": 151.2,
  "homo_lumo_gap_ha": 0.25881
}

---

# 4
{
  "formula": "C3H5NO2",
  "method": "wB97M-V/def2-TZVPD",
  "species": ["C", "C", "O", "N", "C", "O", "H", "H", "H", "H", "H"],
  "coordinates": [[0.788913, 0.260440, 1.088038], [0.413802, -0.840738, 0.248478], [0.583358, -2.007062, 0.493449], [-0.317385, -0.455662, -0.902050], [-1.183101, 0.578720, -0.927662], [-1.143625, 1.478874, -0.130108], [1.199890, 0.085109, 2.073296], [0.448759, 1.279358, 1.092430], [1.676976, 0.306743, 0.220037], [-0.536603, -1.203862, -1.529319], [-1.930985, 0.518079, -1.726588]],
  "atomic_forces_ev_per_a": [[4.2, 1.3, -1.1], [-3.0, -0.8, 0.8], [0.6, -0.3, -0.4], [0.4, -1.0, -0.6], [-0.2, 0.8, 0.4], [-1.0, 0.9, -0.4], [0.3, -0.9, -0.2], [-0.8, -0.3, -0.6], [-0.6, 0.8, 2.4], [0.1, -0.5, -0.2], [0.0, 0.0, -0.2]],
  "de_lowest_kcal_mol": 33.8,
  "smiles": "CC(=O)NC=O",
  "mol_weight_g_mol": 87.1,
  "homo_lumo_gap_ha": 0.39938
}

---

# 5
{
  "formula": "C25H32GeN2PtSi",
  "method": "wB97M-V/def2-TZVPD",
  "species": ["Pt", "C", "C", "C", "C", "C", "H", "H", "H", "H", "H", "C", "N", "C", "C", "N", "C", "H", "H", "H", "H", "H", "H", "C", "Ge", "C", "C", "C", "H", "H", "H", "H", "H", "H", "H", "H", "H", "H", "C", "C", "C", "C", "C", "C", "Si", "C", "C", "C", "C", "C", "C", "H", "H", "H", "H", "H", "H", "H", "H", "H", "H", "H"],
  "coordinates": [[-0.635005, 1.673881, -1.425359], [-2.012684, 0.493556, -3.128545], [-2.516801, 0.226441, -1.802501], [-2.979720, 1.435907, -1.266441], [-2.624752, 2.459999, -2.155127], [-2.074717, 1.858062, -3.354503], [-1.590219, -0.252188, -3.783477], [-2.573297, -0.737414, -1.325952], [-3.414547, 1.566783, -0.289810], [-2.864621, 3.505186, -2.036242], [-1.727568, 2.395633, -4.221464], [0.199978, -3.200924, 3.838703], [-0.721662, -2.631828, 2.873783], [-1.904006, -3.187957, 2.440631], [-2.420953, -2.304062, 1.541030], [-1.591493, -1.213937, 1.419588], [-0.587718, -1.451741, 2.228999], [-0.216076, -4.134806, 4.208101], [0.339455, -2.523723, 4.680237], [1.164842, -3.397503, 3.375383], [-2.249803, -4.140103, 2.803741], [-3.340786, -2.382775, 0.985053], [0.270821, -0.809687, 2.373703], [-0.385777, 5.417192, 0.572460], [0.147560, 3.606685, 1.090421], [-1.331847, 2.650251, 1.920682], [1.667405, 3.756812, 2.326072], [0.631064, 2.717289, -0.582270], [-0.724872, 5.987374, 1.438975], [-1.207993, 5.352460, -0.140749], [0.443536, 5.955656, 0.114674], [-1.451058, 2.946486, 2.964214], [-1.190852, 1.571125, 1.864773], [-2.253762, 2.883522, 1.388099], [1.470639, 4.554668, 3.043047], [2.593039, 3.996883, 1.804368], [1.809982, 2.827249, 2.881226], [1.629700, 2.929689, -0.987369], [-0.303198, -3.555203, -4.065658], [-0.743125, -3.359893, -2.760969], [-0.293946, -2.267958, -2.033931], [0.602485, -1.348635, -2.594850], [1.040317, -1.566886, -3.900034], [0.590170, -2.659315, -4.633544], [1.156909, 0.146030, -1.612654], [1.953403, -0.532124, -0.033932], [2.333758, 0.305315, 1.016577], [2.975994, -0.182501, 2.147363], [3.256981, -1.537725, 2.252153], [2.903349, -2.390223, 1.214339], [2.261716, -1.890413, 0.087970], [-0.653496, -4.407331, -4.634185], [-1.434746, -4.061219, -2.310427], [-0.643070, -2.116398, -1.015388], [1.738194, -0.874017, -4.357091], [0.937620, -2.810520, -5.648028], [2.253341, 0.791148, -2.389897], [2.128132, 1.367448, 0.956611], [3.265633, 0.493594, 2.943161], [3.760080, -1.923456, 3.130683], [3.134014, -3.447262, 1.274203], [2.004056, -2.572598, -0.710625]],
  "atomic_forces_ev_per_a": [[0.5, -0.7, -0.8], [0.1, -0.4, 0.3], [0.3, -0.1, -0.2], [-0.5, -0.1, 0.7], [-0.2, 0.8, -0.3], [0.0, 0.2, 0.2], [0.0, 0.0, 0.0], [0.0, 0.0, 0.0], [-0.1, 0.0, 0.0], [0.0, 0.0, 0.0], [0.0, 0.0, 0.0], [0.0, 0.0, 0.0], [-0.1, -0.2, 0.1], [0.1, 0.0, 0.0], [0.1, 0.1, 0.0], [-0.1, 0.0, -0.1], [0.0, 0.1, -0.1], [0.0, 0.0, 0.0], [0.0, 0.0, 0.0], [0.0, 0.0, 0.0], [0.0, 0.0, 0.0], [0.0, 0.0, 0.0], [0.0, -0.1, 0.0], [-0.1, 0.0, 0.0], [0.0, 0.2, 0.2], [-0.1, 0.1, 0.0], [0.0, -0.1, 0.0], [0.0, 0.1, 0.1], [0.0, 0.0, 0.0], [0.0, 0.1, 0.0], [0.0, 0.0, 0.0], [0.0, 0.0, 0.0], [0.0, 0.0, 0.0], [0.0, 0.0, 0.0], [0.0, 0.0, 0.0], [0.0, 0.0, -0.1], [0.0, 0.0, 0.0], [0.0, -0.2, 0.1], [0.0, 0.0, 0.0], [0.0, 0.0, 0.0], [0.1, 0.0, -0.1], [0.0, -0.2, 0.0], [0.0, 0.0, 0.0], [0.0, 0.0, 0.0], [0.0, 0.4, 0.1], [0.0, 0.0, 0.1], [0.0, 0.0, 0.0], [0.0, 0.0, 0.0], [0.0, -0.1, 0.0], [0.0, 0.0, 0.1], [0.0, 0.1, 0.0], [0.0, 0.0, 0.0], [0.0, 0.0, 0.0], [0.0, 0.0, 0.0], [0.0, 0.0, 0.0], [0.0, 0.0, 0.0], [0.0, -0.1, 0.0], [0.0, 0.0, 0.0], [0.0, 0.0, 0.0], [0.0, 0.0, 0.0], [0.0, 0.0, 0.0], [0.0, 0.0, 0.0]],
  "de_lowest_kcal_mol": 49.9,
  "mol_weight_g_mol": 656.3,
  "homo_lumo_gap_ha": [0.26288, 0.26284]
}

---

# 6
{
  "formula": "C5H5ClO",
  "method": "wB97M-V/def2-TZVPD",
  "species": ["C", "C", "C", "C", "C", "O", "Cl", "H", "H", "H", "H", "H"],
  "coordinates": [[1.990654, 0.914121, 1.696647], [1.369043, 0.792898, 0.650960], [-2.396534, -0.209979, 0.293936], [0.413717, 0.603685, -0.301185], [0.497209, -0.595773, -1.185247], [-2.809363, -0.954127, -0.527202], [-2.950326, 0.094465, 1.753484], [2.709974, 0.892995, 2.350811], [-0.309701, 1.367367, -0.468449], [1.449282, -1.136392, -1.154582], [0.288919, -0.413799, -2.281898], [-0.252870, -1.355462, -0.827271]],
  "atomic_forces_ev_per_a": [[-2.9, -0.2, -3.8], [-0.4, 0.2, 1.4], [1.0, -1.3, -4.0], [0.6, -0.6, -0.9], [-0.9, -1.2, -0.9], [0.3, 0.4, 0.3], [-1.3, 0.9, 3.8], [3.4, 0.2, 3.4], [-0.4, 0.4, -0.2], [0.0, 0.5, 0.3], [0.0, 0.1, 1.2], [0.5, 0.6, -0.6]],
  "de_lowest_kcal_mol": 107.9,
  "mol_weight_g_mol": 116.5,
  "homo_lumo_gap_ha": [0.25909, 0.31318]
}